(1)
# C5H8N2

C5H8N2 as an isolated structure (ωB97M-V/def2-TZVPD, the OMol25 dataset).

Values from the calculation:
Energy relative to the best compared isomer or geometry (same formula, charge and spin) in kJ/mol: 455.2
Orbital gap in eV: 7.7
Electronic energy in hartree: -304.66211
HOMO energy in eV: -7.079

Structure (ORCA input):
```
! wB97M-V def2-TZVPD RIJCOSX def2/J DEFGRID3
* xyz 0 1
C 1.18512 -0.46697 0.72279
C -0.88769 -1.75909 -0.55322
C -0.62360 -0.94183 -1.62561
N -0.27190 0.38455 -1.28891
C -0.27439 0.48567 0.06078
N -0.23355 1.77304 0.65266
C -0.68211 -0.81787 0.53368
H 1.73342 0.47707 0.81773
H 1.24173 -0.98479 1.68110
H 1.57966 -1.08961 -0.07607
H -0.64126 -1.17053 -2.68935
H 0.11226 1.09561 -1.89473
H -1.08190 2.28229 0.42301
H -0.18403 1.69776 1.66368
H -0.97176 -0.96532 1.57247
*
```

(2)
# C64H76BrN11O18P2S2

A 9-piece molecular cluster, C64H76BrN11O18P2S2 overall in a non-equilibrium geometry (ωB97M-V/def2-TZVPD, the OMol25 dataset).

Values from the calculation:
Orbital gap in eV: 6.6
Electronic energy in hartree: -8493.36301
Structure (SMILES): CCN[PH](CCCCNC(C)=O)(CCCSC(=S)N(CC)CC)P(O)Br.O=[N+]([O-])c1ccccc1.O=[N+]([O-])c1ccccc1.O=[N+]([O-])c1ccccc1.O=[N+]([O-])c1ccccc1.O=[N+]([O-])c1ccccc1.O=[N+]([O-])c1ccccc1.O=[N+]([O-])c1ccccc1.O=[N+]([O-])c1ccccc1
HOMO energy in eV: -7.378

Structure (ORCA input):
```
! wB97M-V def2-TZVPD RIJCOSX def2/J DEFGRID3
* xyz 0 1
C 5.14861 0.53026 3.76151
C 3.94648 1.03835 2.93750
N 4.00774 0.59743 1.53609
P 3.02274 1.65278 0.46190
C 2.92561 0.33185 -0.82500
C 1.70723 -0.62103 -0.80165
C 0.64506 -0.45462 0.29287
C -0.35882 -1.62906 0.21124
N -0.40426 -2.46783 1.42281
C -1.63314 -2.50468 2.07838
C -1.92177 -3.79515 2.80842
O -2.39471 -1.55826 2.11079
C 4.35754 2.89705 0.21789
C 5.79525 2.55591 0.61088
C 6.44656 1.56606 -0.35918
S 8.16572 1.20005 0.03033
C 8.23080 -0.56718 0.26468
S 6.92768 -1.45277 0.68417
N 9.51988 -1.03589 0.05973
C 9.66074 -2.49687 -0.02991
C 9.09628 -3.03744 -1.33604
C 10.52478 -0.40421 0.95140
C 10.11151 -0.33844 2.42266
P 1.47853 2.88651 -0.83567
O 2.14460 4.34749 -1.23912
Br 0.03975 3.50048 0.79550
H 5.90624 0.09735 3.11340
H 5.62085 1.35567 4.29941
H 4.83275 -0.19604 4.50650
H 3.02887 0.69356 3.42393
H 3.95533 2.13083 2.96292
H 3.62468 -0.34180 1.49751
H 2.10248 1.81491 1.53711
H 3.82205 -0.27569 -0.70821
H 2.98485 0.79912 -1.80851
H 1.19064 -0.58743 -1.76055
H 2.09509 -1.63780 -0.70097
H 1.07892 -0.43301 1.29079
H 0.08038 0.45568 0.08689
H -1.35064 -1.24303 -0.01861
H -0.07445 -2.27334 -0.62156
H -0.19255 -3.42105 1.15615
H -2.92774 -3.77851 3.21510
H -1.77388 -4.66812 2.17722
H -1.23462 -3.86226 3.65427
H 4.04513 3.82842 0.69132
H 4.37718 3.10596 -0.85637
H 6.35881 3.48826 0.48327
H 5.92806 2.27464 1.65175
H 6.49390 2.07474 -1.32698
H 5.86209 0.66292 -0.50713
H 9.25875 -3.01129 0.84502
H 10.73529 -2.68371 -0.04943
H 9.17903 -4.12229 -1.36032
H 9.69120 -2.63645 -2.15763
H 8.06500 -2.73584 -1.49622
H 10.72247 0.59903 0.56813
H 11.45031 -0.96694 0.86898
H 9.70981 -1.30569 2.72688
H 9.35048 0.42205 2.58264
H 10.97683 -0.09646 3.03758
H 2.25699 4.93275 -0.48164
O -2.39803 -4.43692 -2.47977
N -2.79363 -4.23149 -1.35469
O -2.11626 -4.37852 -0.35385
C -4.17672 -3.76440 -1.18298
C -4.97526 -3.62671 -2.30354
C -6.28032 -3.19608 -2.13777
C -6.76279 -2.90718 -0.86757
C -5.94023 -3.04399 0.24216
C -4.63410 -3.47766 0.08938
H -4.58744 -3.85151 -3.28538
H -6.92153 -3.08554 -3.00091
H -7.78372 -2.57213 -0.74291
H -6.31414 -2.81172 1.22920
H -3.98662 -3.58196 0.94567
O 4.13558 -2.10417 5.56576
N 3.98809 -1.84793 6.74319
O 4.78775 -2.12472 7.61140
C 2.77121 -1.12389 7.14144
C 1.84516 -0.78294 6.17430
C 0.70714 -0.09369 6.55980
C 0.51008 0.23647 7.89375
C 1.45482 -0.11439 8.84816
C 2.59866 -0.79905 8.47370
H 2.00834 -1.04351 5.13895
H -0.02627 0.18705 5.81893
H -0.38336 0.77011 8.18916
H 1.30215 0.14658 9.88608
H 3.34291 -1.07449 9.20500
O -3.15302 10.38883 -2.13744
N -3.80756 9.80589 -1.30479
O -4.81348 10.25406 -0.78360
C -3.37008 8.46476 -0.88821
C -2.23220 7.92750 -1.45986
C -1.80678 6.67318 -1.04943
C -2.53818 5.98080 -0.09363
C -3.68747 6.53134 0.46020
C -4.11214 7.78772 0.06428
H -1.68492 8.47595 -2.20347
H -0.91521 6.23345 -1.47242
H -2.18855 5.00363 0.21079
H -4.25052 5.98290 1.20282
H -5.00084 8.23051 0.48902
O -2.02059 7.74206 -4.73657
N -0.96510 7.17720 -4.54679
O -0.25100 7.37102 -3.58109
C -0.52733 6.18368 -5.53615
C -1.32439 5.96169 -6.64081
C -0.91376 5.03224 -7.58188
C 0.27914 4.34652 -7.40143
C 1.06207 4.57926 -6.27615
C 0.66031 5.50533 -5.32943
H -2.25119 6.49886 -6.76274
H -1.52863 4.84185 -8.45006
H 0.59928 3.62244 -8.13880
H 1.98699 4.03753 -6.13550
H 1.25749 5.69348 -4.44968
O -1.31599 -6.64943 4.50755
N -0.18567 -7.06919 4.64945
O 0.50701 -6.86357 5.62275
C 0.38613 -7.87200 3.55655
C -0.36949 -8.08708 2.41799
C 0.17986 -8.82710 1.38449
C 1.46477 -9.33936 1.50355
C 2.20350 -9.11640 2.65810
C 1.66483 -8.37539 3.69768
H -1.36755 -7.68349 2.33840
H -0.39073 -9.00529 0.48436
H 1.89126 -9.91025 0.69097
H 3.20328 -9.51800 2.74946
H 2.22983 -8.19218 4.59894
O -9.25227 6.09549 -1.05805
N -9.89426 6.57466 -0.14643
O -10.86240 6.05196 0.36316
C -9.46942 7.88496 0.37465
C -8.38867 8.51738 -0.20973
C -8.00243 9.75860 0.26883
C -8.69568 10.34360 1.32027
C -9.77454 9.68706 1.89895
C -10.17010 8.44657 1.42530
H -7.85661 8.05312 -1.02642
H -7.16084 10.26460 -0.18319
H -8.39349 11.31450 1.68928
H -10.31152 10.14252 2.71936
H -11.00843 7.92780 1.86460
O 1.53189 -11.55758 -1.00716
N 0.98231 -12.27033 -0.18965
O -0.04933 -11.98957 0.38183
C 1.61700 -13.55709 0.13421
C 2.81231 -13.88513 -0.47741
C 3.41369 -15.09042 -0.15509
C 2.81617 -15.94347 0.76325
C 1.61173 -15.59626 1.36065
C 1.00224 -14.39270 1.04755
H 3.26599 -13.21360 -1.19032
H 4.35062 -15.36278 -0.62023
H 3.29141 -16.88199 1.01501
H 1.14683 -16.26246 2.07365
H 0.06723 -14.11000 1.50673
O -4.47903 4.52182 -8.79953
N -4.72979 4.70355 -7.62514
O -3.97665 4.43702 -6.71298
C -6.03205 5.29503 -7.28028
C -6.92631 5.58371 -8.29372
C -8.15590 6.12524 -7.95778
C -8.46980 6.37030 -6.62717
C -7.55312 6.07901 -5.62580
C -6.32099 5.53568 -5.94986
H -6.66988 5.38883 -9.32391
H -8.87065 6.35433 -8.73571
H -9.43310 6.78937 -6.36930
H -7.79810 6.27236 -4.59076
H -5.59993 5.30382 -5.18068
*
```

(3)
# C7H13N

A 2-piece molecular cluster, C7H13N overall in a non-equilibrium geometry (ωB97M-V/def2-TZVPD, the OMol25 dataset).

Values from the calculation:
Energy relative to the best compared isomer or geometry (same formula, charge and spin) in kJ/mol: 205.7
Orbital gap (spin up / spin down) in eV: 6.0 / 6.1
Electronic energy in hartree: -329.11906
HOMO energy (spin up / spin down) in eV: -1.653 / -1.915

Structure (ORCA input):
```
! wB97M-V def2-TZVPD RIJCOSX def2/J DEFGRID3
* xyz -1 2
C 1.43990 -1.29839 0.34037
C 0.65386 -0.72938 -0.84118
C -0.64591 -0.03224 -0.40355
C -1.84638 -0.58951 -0.65588
N -1.96369 -1.44974 -1.78038
C -0.54962 1.17001 0.45007
C 0.53525 1.99035 0.68353
C 1.82445 2.10149 0.13300
H 0.83648 -2.02268 0.89334
H 2.35991 -1.79746 0.01571
H 1.72877 -0.49006 1.00447
H 1.28587 -0.07064 -1.43189
H 0.34835 -1.54253 -1.50639
H -2.16807 -0.86006 2.84224
H -2.88625 -1.83535 -1.82302
H -1.68087 -1.04822 -2.66396
H -2.71532 -0.41774 2.66515
H -1.50636 1.47944 0.86388
H 0.36415 2.75730 1.44217
H 2.52530 2.72026 0.68457
H 2.06019 1.96516 -0.91224
*
```

(4)
# C19H56ClINO11P2S8

A 8-piece molecular cluster, C19H56ClINO11P2S8 overall in a non-equilibrium geometry (ωB97M-V/def2-TZVPD, the OMol25 dataset).

Values from the calculation:
Orbital gap in eV: 4.7
Electronic energy in hartree: -6265.84617
HOMO energy in eV: -3.707

Structure (ORCA input):
```
! wB97M-V def2-TZVPD RIJCOSX def2/J DEFGRID3
* xyz -1 1
N -2.03148 4.81227 -0.95268
P -2.88266 4.05197 -2.39038
C -3.60911 5.75311 -2.83291
C -5.10649 5.74113 -3.26134
C -5.34669 5.45170 -4.76657
I -7.17348 6.33708 -5.55728
P -1.12798 4.20564 -3.80536
O -1.69563 4.56811 -5.36215
Cl 0.01450 5.86099 -3.08037
O -3.60758 3.19491 -3.70762
C -4.55967 2.28525 -3.18823
C -4.74678 2.40160 -1.61919
O -6.08565 2.24596 -1.19010
S -3.91623 0.98092 -0.73891
O -4.18714 3.63555 -1.27068
H -1.14924 4.30601 -0.89083
H -2.54191 4.50053 -0.13366
H -2.20663 2.83633 -1.97858
H -3.56017 6.35641 -1.91308
H -2.95941 6.29360 -3.55263
H -5.49713 6.75796 -3.07005
H -5.71223 5.07012 -2.63130
H -4.51290 5.73100 -5.42442
H -5.47334 4.36203 -4.88802
H -2.39584 5.22894 -5.34410
H -4.26251 1.26444 -3.49330
H -5.58461 2.44041 -3.59866
H -6.57377 3.01474 -1.49766
H -3.83756 -0.02030 -1.66273
C -7.14073 9.28553 -0.88241
S -5.56487 9.83316 -1.56626
O -4.78258 8.61241 -1.89929
C -4.90659 10.48288 -0.01769
H -7.70695 8.80411 -1.67838
H -6.96631 8.57173 -0.07656
H -7.69587 10.14845 -0.51163
H -4.87724 9.69193 0.73239
H -5.53229 11.30819 0.32550
H -3.89707 10.84542 -0.20326
C -1.13053 -3.67161 -0.30591
S -2.47540 -2.76305 0.48002
O -2.95271 -1.74504 -0.49804
C -1.45077 -1.90238 1.68630
H -1.54930 -4.25404 -1.12718
H -0.38814 -2.97596 -0.69322
H -0.67294 -4.34227 0.41893
H -0.68927 -1.31597 1.17600
H -0.98354 -2.62864 2.34854
H -2.09373 -1.24044 2.26621
C 3.13595 -4.92006 1.51924
S 1.78679 -4.02296 2.30361
O 1.29399 -3.00720 1.32424
C 2.81846 -3.16197 3.50104
H 2.72591 -5.50802 0.70056
H 3.87002 -4.21374 1.13055
H 3.59893 -5.58428 2.24264
H 3.57012 -2.57654 2.98507
H 3.29398 -3.88751 4.15847
H 2.18093 -2.50000 4.08834
C 7.00689 -4.77188 1.90574
S 6.88999 -3.80230 3.41948
O 5.55952 -3.12191 3.41156
C 8.12365 -2.57331 2.95515
H 6.28212 -5.58588 1.96018
H 6.78179 -4.14270 1.04352
H 8.01240 -5.18598 1.81775
H 7.82646 -2.08371 2.02735
H 9.09160 -3.05999 2.83349
H 8.18710 -1.83471 3.75277
C -1.69067 -1.86270 -5.24413
S -1.87363 -0.93502 -3.70723
O -3.22789 -0.31082 -3.72896
C -0.69746 0.36353 -4.12397
H -2.37858 -2.70682 -5.21706
H -1.93157 -1.22347 -6.09462
H -0.66707 -2.23061 -5.32526
H -1.00457 0.86178 -5.04402
H 0.29613 -0.07266 -4.24058
H -0.68560 1.08683 -3.30890
C 3.33005 -1.95266 8.60343
S 4.81681 -2.54862 7.77614
O 5.98491 -1.88877 8.42979
C 4.51855 -1.69422 6.21941
H 3.32857 -2.33812 9.62175
H 3.33110 -0.86258 8.62630
H 2.44929 -2.31931 8.07532
H 4.44192 -0.61969 6.39095
H 3.60156 -2.06798 5.76954
H 5.35352 -1.89601 5.55276
C 6.50845 -9.27338 1.57088
S 5.85207 -7.93939 0.55255
O 4.82747 -7.22032 1.36764
C 4.96643 -9.00212 -0.60098
H 7.07297 -8.83085 2.39016
H 5.68891 -9.86939 1.97312
H 7.17036 -9.89679 0.96927
H 4.24594 -9.61544 -0.05954
H 5.67921 -9.63397 -1.13123
H 4.44236 -8.36863 -1.31456
*
```

What is the formula in the first record?
C5H8N2

What is the electronic energy in the second record?
-8493.36301 hartree

What is the electronic energy in the third record?
-329.11906 hartree

Among the records above, which one has the lowest electronic energy?
C64H76BrN11O18P2S2